# 1
ORCA calculation (the ωB97M-V functional and the def2-TZVPD basis) on 2 unconnected molecules or ions with the total composition C7H12O at a distorted geometry.

ORCA input file:
```
! RIJCOSX wB97M-V def2-TZVPD def2/J DEFGRID3
* xyz 0 1
C -0.84957 2.84784 -0.44028
C -0.42346 2.22059 -1.61150
C -0.45173 0.72216 -1.63992
C -0.66770 0.02551 -0.43464
C -0.51867 -1.41384 -0.39248
C 0.70629 -1.92522 -0.61171
C -1.68745 -2.27464 -0.25217
H -0.66554 3.96168 -0.25081
H -1.32523 2.36028 0.40585
H 0.22462 2.65289 -2.34034
H 0.13841 0.17091 -2.34618
H -1.24226 0.54020 0.35474
H 1.61041 -1.34940 -0.52208
H 0.95652 -2.96925 -0.74174
H -1.84424 -2.29155 0.88490
H -2.61190 -1.90431 -0.70874
H -1.51242 -3.16292 -0.65516
O 2.85860 0.14742 3.84049
H 3.81493 0.34786 3.92044
H 2.94158 -0.75014 3.57137
*
```

Summary:
ΔE to the lowest compared entry with this formula, charge and spin: 295.9 kJ/mol
HOMO: -8.23 eV
LUMO energy: 0.5 eV
frontier orbital gap: 8.68 eV
max |F|: 5.18 eV/Å


# 2
ORCA calculation (the ωB97M-V functional and the def2-TZVPD basis) on a gas-phase ion, C4H12ClN2Si (charge +1) at a distorted geometry.

ORCA input file:
```
! RIJCOSX wB97M-V def2-TZVPD def2/J DEFGRID3
* xyz 1 1
C -1.83276 2.12367 -0.80949
N -0.83660 1.17692 -0.46941
C -0.98224 0.09168 0.15066
Cl -2.46517 -0.45076 0.89475
C 0.05528 -0.96286 0.39708
Si 0.22695 -2.45437 -0.88579
N 1.32287 -0.16449 0.16761
C 1.64477 0.71821 1.36948
H -1.54476 3.15720 -0.50287
H -2.83740 1.86090 -0.41429
H -1.81883 2.13210 -1.94270
H -0.03853 -1.20020 1.53395
H -0.83915 -3.38307 -0.69083
H 1.53964 -3.08233 -0.54869
H 0.15094 -1.81075 -2.17075
H 0.97682 0.39043 -0.71015
H 2.17526 -0.80830 -0.18801
H 2.41632 0.36420 2.02884
H 1.99770 1.62056 1.00442
H 0.68889 0.68125 1.78616
*
```

Summary:
ΔE to the lowest compared entry with this formula, charge and spin: 89.6 kJ/mol
HOMO: -14.34 eV
LUMO energy: -3.2 eV
frontier orbital gap: 11.13 eV
max |F|: 3.72 eV/Å


# 3
ORCA calculation (the ωB97M-V functional and the def2-TZVPD basis) on 11 unconnected molecules or ions with the total composition C34H72NO13 at a distorted geometry.

ORCA input file:
```
! RIJCOSX wB97M-V def2-TZVPD def2/J DEFGRID3
* xyz 1 1
N 1.88241 1.96091 0.99547
C 2.51175 1.22008 2.14742
O 3.51288 0.39448 1.70411
C 4.77720 1.07794 1.55188
O 5.35868 0.48489 0.45575
C 6.75887 0.79279 0.26961
C 7.27212 2.08972 0.90756
O 8.57535 2.32678 0.39638
H 2.57506 2.37334 0.36792
H 1.25909 1.36107 0.43054
H 1.31531 2.72603 1.36498
H 1.75116 0.61432 2.62724
H 2.86501 1.95828 2.86120
H 5.32851 0.93753 2.48293
H 4.55581 2.13514 1.35954
H 7.35727 -0.04154 0.62699
H 6.89494 0.90748 -0.80177
H 7.40058 1.93869 1.97530
H 6.63471 2.94569 0.68670
H 8.47485 2.76632 -0.46324
C -1.58734 -1.54058 -0.49328
C -0.88691 -0.58921 0.42024
O -0.19628 0.32055 -0.01548
C -1.06829 -0.79478 1.90181
H -1.37064 -1.28391 -1.52305
H -1.24292 -2.55724 -0.30471
H -2.66155 -1.49061 -0.33079
H -0.70444 -1.78249 2.18618
H -2.12458 -0.71633 2.15883
H -0.51428 -0.03784 2.45632
C -6.57400 -3.49053 -0.08144
C -5.50578 -2.64853 -0.71679
O -4.32501 -2.91738 -0.60986
C -5.96754 -1.45036 -1.50525
H -6.11492 -4.31900 0.45516
H -7.15612 -2.89028 0.61888
H -7.23566 -3.87875 -0.85032
H -6.52356 -0.77042 -0.85836
H -6.61606 -1.77309 -2.32115
H -5.10614 -0.92741 -1.91746
C 2.73018 1.91969 6.41479
C 3.10862 3.19417 5.70538
O 3.65611 3.17114 4.61727
C 2.78098 4.48230 6.40140
H 3.02126 1.06106 5.81172
H 3.24001 1.86484 7.37698
H 1.65215 1.89333 6.58140
H 3.29188 4.52853 7.36335
H 1.70922 4.55557 6.56769
H 3.10427 5.32078 5.78774
C -0.29015 4.10047 10.17290
C 0.08822 5.37666 9.46497
O 0.63595 5.36281 8.38368
C -0.24335 6.67021 10.16123
H 0.00338 3.24602 9.56698
H 0.21686 4.04420 11.13703
H -1.36841 4.06883 10.33465
H 0.26550 6.71671 11.12503
H -1.31995 6.74183 10.32208
H 0.08087 7.50715 9.54771
C 4.53920 1.18466 -2.40958
C 5.21005 1.74789 -3.64020
O 6.02611 2.63699 -3.53891
C 4.82379 1.15689 -4.96897
H 4.91570 1.70359 -1.53467
H 3.45705 1.32481 -2.47372
H 4.75947 0.12139 -2.30995
H 3.75634 1.29818 -5.14332
H 5.05089 0.09252 -4.99032
H 5.37879 1.64824 -5.76302
C -11.34804 -4.20422 -1.20309
C -10.31000 -3.68794 -2.16512
O -9.16515 -3.49131 -1.81237
C -10.75122 -3.42844 -3.58061
H -10.89886 -4.34825 -0.22304
H -12.16629 -3.48792 -1.11856
H -11.74318 -5.15706 -1.55777
H -11.54463 -2.67971 -3.59404
H -11.11897 -4.35044 -4.03297
H -9.91038 -3.06410 -4.16500
C 6.39400 4.91000 4.94181
C 7.01864 6.24679 4.62262
O 7.69696 6.83619 5.42859
C 6.75428 6.81409 3.24823
H 6.66540 4.61971 5.95495
H 5.30988 4.97348 4.86907
H 6.75716 4.15131 4.24609
H 5.68194 6.95737 3.10243
H 7.13343 6.13317 2.48375
H 7.25701 7.77287 3.14905
C 2.66841 -2.09126 -6.20243
C 3.35611 -1.50797 -7.41452
O 4.17384 -0.62268 -7.31300
C 2.97573 -2.07991 -8.75667
H 3.02850 -1.59524 -5.30375
H 1.58947 -1.94675 -6.27929
H 2.88238 -3.15869 -6.12922
H 1.90920 -1.93548 -8.93644
H 3.20209 -3.14687 -8.78624
H 3.53894 -1.57583 -9.53796
C -2.34979 -4.63851 -3.01301
C -1.07182 -3.99417 -3.48428
O -0.71597 -2.91106 -3.07520
C -0.24995 -4.75931 -4.49203
H -2.84650 -3.99140 -2.29336
H -3.01585 -4.80574 -3.86159
H -2.13054 -5.59652 -2.53851
H -0.83409 -4.93035 -5.39749
H 0.05201 -5.72127 -4.07524
H 0.63977 -4.18725 -4.74589
C -7.01268 -3.95471 -4.70127
C -7.72410 -4.83215 -5.70304
O -8.67314 -4.42798 -6.33289
C -7.19821 -6.23519 -5.88023
H -7.49108 -2.97835 -4.67254
H -7.06699 -4.40418 -3.70778
H -5.96717 -3.82796 -4.98908
H -7.25408 -6.77791 -4.93505
H -6.16011 -6.20620 -6.21533
H -7.79643 -6.75518 -6.62437
*
```

Summary:
HOMO: -10.98 eV
LUMO energy: -2.4 eV
frontier orbital gap: 8.57 eV
max |F|: 1.01 eV/Å


# 4
ORCA calculation (the ωB97M-V functional and the def2-TZVPD basis) on 2 unconnected molecules or ions with the total composition Cl2HN at a distorted geometry.

ORCA input file:
```
! RIJCOSX wB97M-V def2-TZVPD def2/J DEFGRID3
* xyz 0 1
N -0.56592 0.35978 -0.42377
Cl 2.48840 -0.30989 0.04947
Cl -1.25417 -1.01298 0.04491
H -0.66831 0.96308 0.32939
*
```

Summary:
ΔE to the lowest compared entry with this formula, charge and spin: 318.2 kJ/mol
HOMO (spin up / spin down): -9.76 / -9.77 eV
LUMO energy (spin up / spin down): -4.5 / -4.5 eV
frontier orbital gap (spin up / spin down): 5.27 / 5.29 eV
max |F|: 3.27 eV/Å


# 5
ORCA calculation (the ωB97M-V functional and the def2-TZVPD basis) on a molecular structure, C6H8N at a distorted geometry.

ORCA input file:
```
! RIJCOSX wB97M-V def2-TZVPD def2/J DEFGRID3
* xyz 1 1
C 1.75043 -0.18671 0.83649
C 0.61530 0.06885 0.38149
C -0.11453 -0.30996 -0.95067
C -0.82809 0.61623 0.69612
C 3.08146 -0.64773 0.57304
C -2.55855 0.17129 -1.05653
N -1.24845 0.11686 -0.53005
H -1.34010 0.05876 1.48111
H -0.80094 1.76515 0.68289
H 3.80098 0.21053 0.21553
H 2.98663 -1.46008 -0.31312
H 3.55397 -1.03991 1.42869
H -3.00484 1.11858 -0.78554
H -3.18821 -0.59068 -0.50924
H -2.70505 0.10880 -2.15021
*
```

Summary:
ΔE to the lowest compared entry with this formula, charge and spin: 690.7 kJ/mol
HOMO (spin up / spin down): -13.80 / -14.53 eV
LUMO energy (spin up / spin down): -6.5 / -5.9 eV
frontier orbital gap (spin up / spin down): 7.31 / 8.67 eV
max |F|: 2.88 eV/Å


# 6
ORCA calculation (the ωB97M-V functional and the def2-TZVPD basis) on 2 unconnected molecules or ions with the total composition C5H7N3 at a distorted geometry.

ORCA input file:
```
! RIJCOSX wB97M-V def2-TZVPD def2/J DEFGRID3
* xyz 0 1
C 0.02385 1.90671 1.10392
C 1.32585 -0.05316 -0.59571
C -0.11813 -0.93321 1.19032
C -1.30158 -0.05381 -0.84445
C -0.04262 0.10150 0.09188
N -0.17920 2.85600 1.73645
N 1.42704 -0.53535 -1.96528
N 1.62819 0.67521 -1.80472
H 2.26112 -0.24924 0.04463
H 0.77027 -0.72671 1.82243
H 0.02856 -1.91647 0.85598
H -1.02483 -0.77308 1.75956
H -1.19836 -1.05420 -1.29131
H -2.28249 -0.00617 -0.40198
H -1.31766 0.76198 -1.70174
*
```

Summary:
ΔE to the lowest compared entry with this formula, charge and spin: 525.3 kJ/mol
HOMO: -10.87 eV
LUMO energy: -0.3 eV
frontier orbital gap: 10.60 eV
max |F|: 3.34 eV/Å


# 7
ORCA calculation (the ωB97M-V functional and the def2-TZVPD basis) on 3 unconnected molecules or ions with the total composition C32H47BF13N3O10 at a distorted geometry.

ORCA input file:
```
! RIJCOSX wB97M-V def2-TZVPD def2/J DEFGRID3
* xyz 0 1
C -4.98489 6.98208 -3.10372
O -5.45038 6.22938 -4.21688
B -6.11085 5.04428 -3.91898
O -7.35316 4.85166 -4.46198
C -5.37111 3.99146 -3.02228
C -3.96364 3.84192 -3.14465
C -3.26261 2.92064 -2.38951
C -1.77042 2.75752 -2.52364
C -1.39418 1.45450 -3.25323
C -0.11786 0.84103 -2.74116
F -0.00637 -0.41789 -3.23361
F -0.16977 0.71711 -1.39671
C 1.19342 1.59853 -3.14849
F 0.91922 2.79801 -3.67522
F 1.82367 0.88526 -4.09774
C 2.21366 1.82525 -2.00259
F 1.63631 2.47264 -0.98349
F 3.17519 2.63383 -2.48889
C 2.92977 0.54790 -1.49643
F 2.07044 -0.47359 -1.39180
F 3.87466 0.20078 -2.36800
C 3.60540 0.73998 -0.09229
F 4.64302 -0.11225 -0.04194
F 4.08294 1.96715 0.07139
C 2.67268 0.35687 1.09012
F 3.20712 0.85732 2.21925
F 1.44511 0.83957 0.95610
F 2.62406 -0.96129 1.24581
C -3.95810 2.11111 -1.43948
N -3.24272 1.20114 -0.71509
C -3.92791 0.49929 0.13728
N -3.28617 -0.49668 0.84778
C -5.33098 0.69232 0.34209
N -6.02036 1.54830 -0.32937
C -5.34474 2.27350 -1.27457
C -6.05488 3.20887 -2.08307
O -7.39425 3.39875 -1.92512
C -8.24306 2.28553 -2.23217
C -7.92447 1.61404 -3.57643
C -7.35834 0.20439 -3.41573
O -9.17010 1.46167 -4.29260
H -5.09425 8.03978 -3.32217
H -5.53960 6.76511 -2.19106
H -3.93232 6.79271 -2.89451
H -7.86361 5.66476 -4.42263
H -3.44356 4.46933 -3.85392
H -1.29326 2.82466 -1.55065
H -1.40144 3.60062 -3.10232
H -2.18631 0.72690 -3.11215
H -1.31176 1.63220 -4.32265
H -3.76658 -0.75432 1.69612
H -2.31225 -0.29096 1.01891
H -5.84310 0.09409 1.08511
H -9.24239 2.70117 -2.30953
H -8.26274 1.58261 -1.40588
H -7.28424 2.24591 -4.18488
H -7.28149 -0.09735 -2.37600
H -6.38594 0.07479 -3.88425
H -8.04314 -0.49250 -3.89017
H -9.31947 2.29095 -4.75534
C 6.12564 -2.39486 1.79790
O 7.00613 -3.37188 1.29166
C 6.85734 -3.55996 -0.10604
C 8.13400 -4.08395 -0.72244
O 9.13269 -3.09400 -0.91593
C 9.83911 -2.64240 0.22896
C 10.86424 -3.62337 0.75081
O 10.24493 -4.65908 1.49395
C 11.03142 -5.82617 1.55121
H 5.07978 -2.69620 1.66304
H 6.32682 -2.28618 2.86218
H 6.29092 -1.42911 1.30985
H 6.58672 -2.61384 -0.59012
H 6.05147 -4.28709 -0.27759
H 7.88993 -4.43471 -1.72765
H 8.52013 -4.93529 -0.15882
H 9.15621 -2.33281 1.02235
H 10.37949 -1.75523 -0.10837
H 11.56476 -3.09077 1.40922
H 11.42341 -4.04236 -0.09441
H 11.23414 -6.21415 0.54600
H 10.47024 -6.57453 2.10731
H 11.98207 -5.64108 2.06516
C 0.33771 -4.36604 5.10243
O 0.12909 -2.99316 4.86125
C 0.24673 -2.65800 3.48811
C -0.55375 -1.41869 3.16072
O -1.94977 -1.65658 3.03236
C -2.68635 -1.87566 4.22640
C -2.93560 -0.62444 5.03816
O -1.78078 -0.25565 5.76866
C -1.76732 1.11249 6.10623
H 1.35458 -4.66875 4.82725
H 0.19502 -4.53855 6.16732
H -0.38337 -4.97768 4.54748
H -0.10405 -3.48795 2.86362
H 1.30623 -2.46780 3.26894
H -0.22290 -1.07962 2.17607
H -0.35160 -0.61151 3.86746
H -2.22774 -2.65292 4.83957
H -3.65768 -2.24768 3.89182
H -3.75353 -0.81570 5.74682
H -3.23568 0.18891 4.36466
H -1.80497 1.73993 5.20766
H -0.83616 1.31249 6.63214
H -2.60763 1.36923 6.76169
*
```

Summary:
HOMO: -8.40 eV
LUMO energy: -0.1 eV
frontier orbital gap: 8.26 eV
max |F|: 1.11 eV/Å